(1)
{
  "formula": "C25H30N4O3S",
  "method": "ωB97M-V/def2-TZVPD",
  "total_charge": 0,
  "orbital_gap_ev": 7.9,
  "energy_ha": -1813.561280,
  "e_homo_ev": -7.8,
  "max_force_ha_per_bohr": 0.031,
  "mol_weight_g_mol": 466.61,
  "smiles": "Cc1ccc(-c2nnc(N3CCCCC3)c3ccccc23)cc1S(=O)(=O)NC[C@H]1CCCO1",
  "relative_energy_ev": 2.185,
  "symbols": ["C", "C", "C", "C", "C", "C", "N", "N", "C", "N", "C", "C", "C", "C", "C", "C", "C", "C", "C", "C", "C", "C", "C", "S", "O", "O", "N", "C", "C", "C", "C", "C", "O", "H", "H", "H", "H", "H", "H", "H", "H", "H", "H", "H", "H", "H", "H", "H", "H", "H", "H", "H", "H", "H", "H", "H", "H", "H", "H", "H", "H", "H", "H"],
  "xyz": [[-2.41, -4.23, -2.90], [-1.57, -3.12, -2.36], [-1.19, -2.05, -3.17], [-0.43, -1.01, -2.68], [0.01, -1.01, -1.36], [0.82, 0.10, -0.84], [0.46, 1.30, -1.23], [0.99, 2.38, -0.72], [1.93, 2.31, 0.21], [2.29, 3.48, 0.80], [2.63, 3.61, 2.20], [3.80, 4.58, 2.37], [3.42, 5.93, 1.77], [2.97, 5.75, 0.32], [1.84, 4.73, 0.23], [2.59, 1.06, 0.50], [3.85, 0.95, 1.12], [4.43, -0.29, 1.29], [3.79, -1.44, 0.83], [2.60, -1.35, 0.15], [1.98, -0.10, -0.03], [-0.38, -2.07, -0.53], [-1.17, -3.08, -1.03], [-1.60, -4.38, 0.13], [-1.18, -5.63, -0.42], [-1.11, -4.01, 1.43], [-3.26, -4.48, 0.27], [-3.96, -3.58, 1.14], [-4.30, -2.21, 0.50], [-3.34, -1.07, 0.87], [-3.39, -0.15, -0.36], [-4.17, -0.98, -1.40], [-4.24, -2.31, -0.91], [-3.46, -4.01, -2.74], [-2.15, -5.17, -2.40], [-2.24, -4.34, -3.97], [-1.50, -2.04, -4.20], [-0.15, -0.18, -3.31], [2.85, 2.63, 2.63], [1.75, 4.02, 2.73], [4.04, 4.68, 3.42], [4.67, 4.19, 1.85], [4.26, 6.62, 1.82], [2.60, 6.36, 2.35], [2.64, 6.70, -0.10], [3.82, 5.40, -0.28], [1.55, 4.55, -0.80], [0.96, 5.10, 0.78], [4.39, 1.83, 1.41], [5.39, -0.36, 1.77], [4.26, -2.40, 0.98], [2.15, -2.23, -0.27], [-0.09, -2.11, 0.51], [-3.71, -4.62, -0.62], [-3.32, -3.44, 2.01], [-4.88, -4.08, 1.45], [-5.33, -1.92, 0.79], [-3.65, -0.57, 1.78], [-2.34, -1.47, 1.01], [-2.40, 0.09, -0.72], [-3.92, 0.78, -0.15], [-5.19, -0.59, -1.53], [-3.67, -1.02, -2.37]],
  "lowdin_charge": [-0.034, -0.249, -0.028, -0.003, -0.172, -0.193, 0.078, 0.071, -0.220, -0.077, -0.166, -0.180, -0.209, -0.177, -0.165, -0.067, -0.025, -0.065, -0.060, -0.009, -0.082, -0.039, -0.210, 0.666, -0.287, -0.289, -0.106, -0.162, -0.307, -0.108, -0.118, -0.174, -0.131, 0.083, 0.066, 0.088, 0.118, 0.116, 0.112, 0.132, 0.112, 0.109, 0.108, 0.112, 0.110, 0.116, 0.110, 0.130, 0.102, 0.106, 0.108, 0.114, 0.118, 0.094, 0.116, 0.124, 0.150, 0.119, 0.090, 0.091, 0.109, 0.121, 0.112]
}

***

(2)
{
  "formula": "C16H23As2I2O9SbSe4Sr",
  "method": "ωB97M-V/def2-TZVPD",
  "total_charge": -2,
  "orbital_gap_ev": 5.2,
  "energy_ha": -16244.372563,
  "e_homo_ev": -1.6,
  "max_force_ha_per_bohr": 0.056,
  "mol_weight_g_mol": 1288.22,
  "symbols": ["Sr", "I", "C", "I", "H", "H", "Se", "Sb", "Se", "Se", "Se", "C", "O", "C", "O", "C", "C", "As", "C", "C", "C", "As", "C", "C", "O", "O", "C", "C", "O", "O", "C", "C", "O", "O", "C", "H", "H", "H", "H", "H", "H", "H", "H", "H", "H", "H", "H", "H", "H", "H", "H", "H", "H", "C", "O", "H", "H", "H"],
  "xyz": [[4.54, 3.11, 0.58], [0.07, -1.06, -4.19], [2.03, -1.75, -3.72], [2.77, -3.09, -5.11], [1.99, -2.07, -2.71], [2.77, -0.97, -3.93], [4.79, 0.92, -4.92], [4.81, 1.91, -2.62], [2.60, 2.84, -1.75], [5.25, 0.24, -0.88], [6.48, 3.63, -2.06], [0.27, -4.19, 2.11], [-0.49, -3.22, 1.41], [0.20, -2.59, 0.43], [1.39, -2.75, 0.14], [-0.57, -1.53, -0.21], [-1.64, -1.77, -1.01], [-2.82, -0.36, -1.77], [-4.34, -0.60, -0.47], [-2.10, 1.23, -0.71], [-1.02, 1.22, 0.06], [0.54, 0.07, -0.31], [1.49, -0.10, 1.49], [-0.73, 2.17, 1.21], [-1.05, 1.96, 2.34], [-0.01, 3.21, 0.76], [0.68, 3.92, 1.75], [-3.19, 2.27, -0.67], [-4.07, 2.46, -1.49], [-3.16, 3.12, 0.42], [-4.33, 3.89, 0.52], [-2.04, -3.10, -1.49], [-3.13, -3.46, -1.88], [-0.99, -3.89, -1.39], [-1.04, -5.19, -1.95], [-0.17, -4.11, 3.14], [1.36, -3.99, 1.98], [0.04, -5.20, 1.71], [-4.82, 0.28, -0.08], [-3.94, -1.16, 0.42], [-5.04, -1.19, -1.01], [0.86, 0.28, 2.30], [2.48, 0.23, 1.29], [1.69, -1.17, 1.82], [1.19, 3.12, 2.39], [0.09, 4.67, 2.27], [1.57, 4.40, 1.39], [-4.39, 4.57, -0.32], [-4.38, 4.36, 1.52], [-5.22, 3.14, 0.47], [-0.28, -5.82, -1.41], [-0.75, -5.18, -3.00], [-2.09, -5.54, -1.77], [3.23, 2.37, 3.80], [3.69, 3.03, 2.67], [2.07, 2.23, 3.76], [3.29, 2.95, 4.79], [3.60, 1.26, 3.92]],
  "lowdin_charge": [0.863, 0.691, -1.194, 0.653, -0.057, -0.128, -0.290, -0.405, -0.299, -0.325, -0.344, -0.055, -0.036, -0.565, 0.043, -0.320, -0.370, 1.248, -0.278, -0.285, -0.280, 1.331, -0.213, -0.579, 0.124, -0.051, -0.063, -0.505, 0.045, -0.067, -0.081, -0.577, 0.073, -0.080, -0.034, 0.105, 0.104, 0.089, 0.009, 0.045, -0.010, 0.020, -0.015, 0.050, 0.079, 0.097, 0.065, 0.084, 0.095, 0.121, 0.109, 0.097, 0.102, -0.366, -0.655, 0.047, 0.059, 0.082]
}

***

(3)
{
  "formula": "C15H26FN2",
  "method": "ωB97M-V/def2-TZVPD",
  "total_charge": -1,
  "orbital_gap_ev": 4.7,
  "energy_ha": -796.470659,
  "e_homo_ev": -1.8,
  "max_force_ha_per_bohr": 0.044,
  "mol_weight_g_mol": 253.39,
  "symbols": ["F", "C", "C", "N", "C", "C", "C", "C", "C", "C", "C", "H", "H", "H", "H", "H", "H", "H", "H", "H", "H", "H", "C", "C", "N", "C", "C", "C", "C", "H", "H", "H", "H", "H", "H", "H", "H", "H", "H", "H", "H", "H", "H", "H"],
  "xyz": [[-2.17, 3.73, -1.79], [-2.86, 2.83, -2.60], [-3.26, 1.53, -1.88], [-2.24, 0.94, -1.06], [-1.71, -0.28, -1.65], [-0.97, 0.12, -2.92], [-1.55, -0.10, -4.15], [-0.91, 0.31, -5.30], [0.32, 0.91, -5.19], [0.89, 1.12, -3.97], [0.26, 0.73, -2.83], [-3.80, 3.35, -2.89], [-2.32, 2.66, -3.54], [-4.12, 1.78, -1.23], [-3.67, 0.86, -2.67], [-1.02, -0.72, -0.92], [-2.50, -1.04, -1.87], [-2.53, -0.56, -4.15], [-1.39, 0.16, -6.26], [0.79, 1.23, -6.12], [1.87, 1.60, -3.92], [0.73, 0.94, -1.87], [3.46, -0.17, 4.36], [2.11, 0.06, 3.68], [1.91, -0.77, 2.51], [0.78, -0.35, 1.69], [-0.62, -0.43, 2.30], [2.05, -2.20, 2.72], [1.14, -2.86, 3.77], [4.28, -0.06, 3.65], [3.60, 0.57, 5.15], [3.52, -1.16, 4.82], [2.08, 1.11, 3.37], [1.31, -0.06, 4.43], [0.79, -0.92, 0.76], [0.96, 0.69, 1.39], [-0.98, -1.45, 2.37], [-1.32, 0.11, 1.66], [-0.67, 0.03, 3.29], [3.09, -2.41, 2.99], [1.91, -2.70, 1.76], [1.11, -2.30, 4.71], [1.53, -3.86, 4.00], [0.12, -2.98, 3.41]],
  "lowdin_charge": [-0.088, -0.243, -0.368, -0.136, -0.320, -0.249, -0.086, -0.121, -0.149, -0.118, -0.053, 0.091, 0.091, 0.077, 0.085, 0.072, 0.086, 0.097, 0.092, 0.089, 0.094, 0.110, -0.101, -0.282, -0.200, -0.243, -0.085, -0.255, -0.089, 0.076, 0.067, 0.059, 0.118, 0.099, 0.103, 0.113, 0.054, 0.060, 0.062, 0.096, 0.114, 0.063, 0.065, 0.053]
}